3 unconnected molecules or ions with the total composition C3H12NO2 in a non-equilibrium geometry. Source: OMol25; level of theory: ωB97M-V/def2-TZVPD.

Calculated values
E_HOMO, eV: -13.8
Molar mass, g/mol: 94.13
ΔE to the lowest compared entry with this formula, charge and spin, eV: 1.853

```
! wB97M-V def2-TZVPD RIJCOSX def2/J DEFGRID3
* xyz 1 1
C 2.80435 0.74482 1.53897
C 1.39304 0.69526 1.03576
C 1.16675 0.15143 -0.15750
N 0.01014 0.57786 -0.98432
H 2.94271 0.40643 2.58542
H 3.04235 1.81284 1.69710
H 3.55574 0.51909 0.80152
H 0.67294 0.86789 1.86026
H 1.76629 -0.59807 -0.66879
H 0.35168 1.25845 -1.67300
H -0.86042 0.90965 -0.54274
H -0.18933 -0.19279 -1.63645
H -2.60979 -0.36143 -0.50173
H -3.23079 0.59343 0.41814
O -2.38977 0.13141 0.30592
H -3.24477 -2.46965 -0.72859
H -2.62353 -2.86878 -2.00822
O -2.55757 -2.17784 -1.34177
*
```

---

2 unconnected molecules or ions with the total composition C2H4BrNO in a non-equilibrium geometry. Source: OMol25; level of theory: ωB97M-V/def2-TZVPD.

Calculated values
E_HOMO, eV: -10.2
Molar mass, g/mol: 137.96
ΔE to the lowest compared entry with this formula, charge and spin, eV: 1.015

```
! wB97M-V def2-TZVPD RIJCOSX def2/J DEFGRID3
* xyz 0 1
N 0.19476 -1.85845 -0.56503
C 1.30472 -1.50138 -0.50014
O 2.38776 -1.19031 -0.33935
H -0.51432 -1.82613 -1.34969
C -0.64576 1.34490 0.72119
Br -1.65819 0.74094 -0.84375
H -0.74688 0.75967 1.63640
H -0.81956 2.39610 0.73868
H 0.49747 1.13466 0.50169
*
```

---

A single C9H12N4O molecule in a non-equilibrium geometry. Source: OMol25; level of theory: ωB97M-V/def2-TZVPD.

Calculated values
E_HOMO, eV: -7.8
Molar mass, g/mol: 192.22
ΔE to the lowest compared entry with this formula, charge and spin, eV: 4.926

```
! wB97M-V def2-TZVPD RIJCOSX def2/J DEFGRID3
* xyz 0 1
C -0.93683 -1.38857 0.30128
C 3.32814 -0.27308 0.15314
C -0.54066 1.15478 0.19759
C 2.08513 1.75861 0.10471
C 0.87560 0.79531 0.60679
C -1.22973 -0.13085 -0.50042
C 1.10000 -0.55234 -0.01654
C -2.02947 -2.38248 0.74043
C -2.70176 0.14855 -0.87099
N 0.32146 -1.51908 0.55123
N -0.38505 -0.30247 -1.68502
N 0.79269 -0.42996 -1.46659
N 3.35085 1.05028 0.11630
O 4.10388 -1.16362 0.07735
H -1.10567 1.39944 0.98034
H -0.40516 2.01165 -0.46303
H 2.03864 2.06408 -1.03739
H 1.98105 2.72986 0.54768
H 0.80253 0.54858 1.74151
H -2.15994 -2.89366 -0.19384
H -2.95740 -1.76120 1.15307
H -1.50551 -2.94837 1.41185
H -2.60074 0.31375 -1.93393
H -3.01653 0.97356 -0.43106
H -3.30742 -0.68339 -0.68873
H 4.10189 1.48061 0.60428
*
```

---

| no. | Kohn-Sham gap (eV) |
| --- | --- |
| 1 | 10.42 |
| 2 | 10.81 |
| 3 | 8.31 |